# 1
{
  "formula": "C24H32ClFNO6P",
  "method": "ωB97M-V with the def2-TZVPD basis set",
  "relative_energy_kj_mol": 0.00,
  "e_lumo_ev": -0.442,
  "total_energy_ha": -2341.34255,
  "homo_lumo_gap_ev": 8.381,
  "smiles": "O=C1NC(=O)c2c1c(Cl)c(F)c(CCc1ccccc1)c2P(O)O.CCOCC.CCOCC",
  "homo_ev": -8.822,
  "elements": ["O", "C", "N", "C", "O", "C", "C", "C", "Cl", "C", "F", "C", "C", "C", "C", "C", "C", "C", "C", "C", "C", "P", "O", "O", "H", "H", "H", "H", "H", "H", "H", "H", "H", "H", "H", "H", "C", "C", "O", "C", "C", "H", "H", "H", "H", "H", "H", "H", "H", "H", "H", "C", "C", "O", "C", "C", "H", "H", "H", "H", "H", "H", "H", "H", "H", "H"],
  "coordinates": [[-5.237, -3.519, 0.860], [-4.166, -3.067, 1.132], [-3.726, -1.719, 0.754], [-2.273, -1.870, 0.607], [-1.607, -1.176, -0.099], [-1.845, -3.044, 1.453], [-3.005, -3.730, 1.797], [-2.963, -4.843, 2.626], [-4.373, -5.699, 3.088], [-1.724, -5.214, 3.106], [-1.652, -6.258, 3.939], [-0.530, -4.555, 2.766], [0.735, -5.078, 3.393], [0.866, -4.607, 4.855], [1.378, -3.192, 4.944], [2.720, -2.908, 4.692], [3.196, -1.613, 4.779], [2.343, -0.575, 5.130], [1.007, -0.846, 5.373], [0.533, -2.146, 5.282], [-0.577, -3.456, 1.899], [1.017, -2.676, 1.439], [0.816, -2.537, -0.171], [0.790, -1.179, 2.060], [-3.815, -1.194, 1.629], [1.592, -4.734, 2.819], [0.727, -6.168, 3.365], [-0.127, -4.631, 5.310], [1.500, -5.293, 5.415], [3.381, -3.723, 4.419], [4.244, -1.418, 4.592], [2.737, 0.430, 5.212], [0.341, -0.040, 5.652], [-0.516, -2.334, 5.481], [1.678, -2.343, -0.558], [1.649, -0.741, 2.064], [1.909, 3.091, -1.276], [2.178, 2.049, -2.348], [1.733, 0.747, -2.019], [0.335, 0.617, -1.780], [-0.532, 1.006, -2.962], [2.314, 2.765, -0.316], [2.379, 4.037, -1.550], [0.842, 3.277, -1.147], [3.253, 1.952, -2.506], [1.745, 2.369, -3.303], [0.046, 1.186, -0.889], [0.182, -0.431, -1.531], [-0.464, 2.072, -3.188], [-1.575, 0.775, -2.749], [-0.227, 0.460, -3.856], [-1.973, 5.249, -6.584], [-1.855, 5.138, -5.074], [-0.727, 4.402, -4.637], [0.535, 4.924, -5.011], [0.814, 6.316, -4.472], [-1.935, 4.260, -7.043], [-2.920, 5.721, -6.850], [-1.172, 5.852, -7.015], [-2.715, 4.597, -4.678], [-1.868, 6.133, -4.614], [0.652, 4.904, -6.101], [1.263, 4.222, -4.604], [0.157, 7.066, -4.914], [1.842, 6.603, -4.697], [0.673, 6.341, -3.390]],
  "lowdin_charge": [0.14, -0.38, 0.14, -0.35, 0.15, -0.06, -0.11, -0.51, 0.79, -0.24, 0.08, -0.14, -0.15, -0.13, -0.25, -0.06, -0.09, -0.10, -0.09, -0.05, -0.17, 0.88, -0.26, -0.25, 0.15, 0.07, 0.12, 0.11, 0.12, 0.12, 0.10, 0.10, 0.10, 0.11, 0.05, 0.05, -0.08, -0.29, -0.16, -0.28, -0.06, 0.08, 0.07, 0.07, 0.12, 0.09, 0.11, 0.08, 0.05, 0.08, 0.08, -0.08, -0.28, -0.17, -0.28, -0.08, 0.08, 0.08, 0.07, 0.12, 0.11, 0.11, 0.10, 0.07, 0.08, 0.08]
}

***

# 2
{
  "formula": "C4H7N2O4",
  "method": "ωB97M-V with the def2-TZVPD basis set",
  "relative_energy_kj_mol": 0.00,
  "total_charge": -1,
  "e_lumo_ev": 3.383,
  "total_energy_ha": -567.04611,
  "homo_lumo_gap_ev": 7.971,
  "homo_ev": -4.588,
  "elements": ["N", "C", "O", "C", "N", "C", "O", "O", "H", "H", "H", "C", "O", "H", "H", "H", "H"],
  "coordinates": [[2.273, 0.450, 1.087], [1.654, -0.232, 0.291], [0.641, -0.926, -0.443], [-0.230, -1.589, 0.562], [-0.053, -3.070, 0.582], [-1.758, -1.101, 0.453], [-2.548, -1.438, 1.416], [-2.186, -0.383, -0.674], [0.153, -1.208, 1.588], [0.664, -3.235, 1.320], [0.434, -3.381, -0.287], [0.003, 3.017, -0.924], [1.063, 2.116, -1.203], [0.400, 4.033, -0.910], [-0.762, 2.937, -1.701], [-0.431, 2.784, 0.051], [0.683, 1.226, -1.209]],
  "lowdin_charge": [0.13, -0.26, -0.06, -0.30, 0.05, -0.52, -0.10, -0.21, 0.15, 0.07, 0.08, -0.16, -0.15, 0.07, 0.08, 0.08, 0.04]
}

***

# 3
{
  "formula": "C57H52N8OP2S2Ti",
  "method": "ωB97M-V with the def2-TZVPD basis set",
  "total_charge": 3,
  "s_squared": 0.805,
  "e_lumo_ev": [-8.265, -9.465],
  "multiplicity": 2,
  "total_energy_ha": -5044.39986,
  "homo_lumo_gap_ev": [5.215, 4.015],
  "homo_ev": [-13.480, -13.480],
  "elements": ["Ti", "C", "S", "C", "C", "C", "N", "P", "C", "C", "C", "C", "C", "C", "C", "C", "C", "C", "C", "C", "P", "C", "C", "C", "C", "C", "C", "C", "C", "C", "C", "C", "C", "H", "H", "H", "H", "H", "H", "H", "H", "H", "H", "H", "H", "H", "H", "H", "H", "H", "H", "H", "H", "H", "H", "H", "H", "H", "H", "H", "H", "H", "C", "N", "C", "C", "N", "C", "S", "C", "C", "C", "C", "C", "N", "H", "H", "H", "H", "H", "H", "H", "H", "H", "C", "O", "C", "C", "C", "C", "C", "C", "C", "N", "C", "C", "N", "C", "C", "C", "C", "N", "C", "C", "N", "C", "C", "C", "C", "H", "H", "H", "H", "H", "H", "H", "H", "H", "H", "H", "H", "H", "H"],
  "coordinates": [[-0.825, -0.035, -0.342], [-3.362, 8.291, -1.606], [-3.278, 7.464, -3.210], [-3.965, 5.849, -2.777], [-2.974, 4.979, -2.011], [-3.563, 3.599, -1.712], [-2.576, 2.536, -1.381], [-1.369, 2.531, -0.194], [-2.062, 2.665, 1.472], [-3.436, 2.694, 1.705], [-3.924, 2.711, 3.003], [-3.047, 2.691, 4.077], [-1.676, 2.649, 3.855], [-1.185, 2.631, 2.561], [-0.286, 3.941, -0.469], [0.440, 3.941, -1.664], [1.279, 5.001, -1.963], [1.406, 6.056, -1.066], [0.692, 6.053, 0.123], [-0.153, 4.994, 0.431], [-2.446, 1.043, -2.182], [-1.779, 1.285, -3.838], [-1.276, 0.164, -4.506], [-0.783, 0.286, -5.795], [-0.774, 1.529, -6.417], [-1.260, 2.646, -5.752], [-1.766, 2.528, -4.465], [-4.128, 0.428, -2.370], [-5.036, 0.605, -1.328], [-6.310, 0.069, -1.415], [-6.680, -0.664, -2.534], [-5.779, -0.848, -3.573], [-4.508, -0.299, -3.500], [-3.032, 9.314, -1.772], [-2.703, 7.828, -0.872], [-4.386, 8.311, -1.238], [-4.219, 5.383, -3.731], [-4.894, 5.986, -2.220], [-2.703, 5.472, -1.077], [-2.056, 4.894, -2.595], [-4.120, 3.229, -2.576], [-4.279, 3.694, -0.895], [-4.128, 2.710, 0.880], [-4.991, 2.745, 3.175], [-3.430, 2.711, 5.088], [-0.992, 2.635, 4.693], [-0.114, 2.603, 2.399], [0.303, 3.145, -2.392], [1.821, 5.016, -2.899], [2.058, 6.886, -1.303], [0.780, 6.882, 0.811], [-0.727, 5.014, 1.347], [-1.274, -0.806, -4.018], [-0.406, -0.584, -6.316], [-0.392, 1.625, -7.424], [-1.257, 3.610, -6.241], [-2.151, 3.405, -3.960], [-4.757, 1.169, -0.449], [-7.014, 0.226, -0.609], [-7.676, -1.082, -2.600], [-6.073, -1.401, -4.454], [-3.832, -0.418, -4.333], [-2.586, -3.215, 2.747], [-1.706, -3.411, 1.612], [-0.978, -4.600, 1.287], [0.416, -4.580, -0.467], [0.091, -3.323, -1.153], [-1.534, -2.489, 0.560], [-2.774, -1.190, 0.162], [0.834, -2.338, -1.691], [2.124, -2.621, -2.184], [2.848, -1.642, -2.803], [2.309, -0.349, -2.937], [1.075, -0.123, -2.412], [0.330, -1.073, -1.772], [-2.397, -4.002, 3.474], [-3.640, -3.255, 2.461], [-2.389, -2.258, 3.233], [-1.240, -5.425, 1.944], [1.087, -5.259, -0.985], [2.502, -3.630, -2.104], [3.826, -1.868, -3.205], [2.848, 0.441, -3.438], [0.618, 0.864, -2.475], [8.671, -7.702, 5.861], [8.639, -6.287, 5.632], [7.608, -5.737, 5.035], [7.680, -4.339, 4.853], [6.657, -3.677, 4.247], [5.511, -4.380, 3.790], [5.452, -5.780, 3.977], [6.475, -6.454, 4.586], [4.470, -3.652, 3.169], [4.481, -2.316, 2.977], [3.329, -2.017, 2.395], [2.531, -3.181, 2.179], [3.300, -4.196, 2.675], [1.285, -3.177, 1.556], [0.592, -4.419, 1.094], [-1.101, -4.805, -0.234], [-1.304, -3.357, -0.725], [-0.413, -1.594, 0.743], [0.790, -1.898, 1.237], [1.625, -0.715, 1.325], [1.103, 0.400, 0.749], [1.852, 1.501, 0.755], [3.110, 1.568, 1.357], [3.638, 0.440, 1.945], [2.886, -0.740, 1.914], [9.617, -7.899, 6.352], [8.627, -8.246, 4.916], [7.848, -8.003, 6.510], [8.559, -3.819, 5.207], [6.703, -2.607, 4.105], [4.597, -6.354, 3.645], [6.410, -7.523, 4.721], [3.043, -5.167, 2.727], [1.102, -5.310, 1.464], [-1.688, -5.601, -0.674], [-2.028, -3.146, -1.508], [1.447, 2.377, 0.263], [3.653, 2.501, 1.340], [4.614, 0.441, 2.411]],
  "lowdin_spin": [0.07, 0.00, 0.00, 0.00, 0.00, 0.00, 0.00, 0.00, 0.00, 0.00, 0.00, 0.00, 0.00, 0.00, 0.00, 0.00, 0.00, 0.00, 0.00, 0.00, 0.00, 0.00, 0.00, 0.00, 0.00, 0.00, 0.00, 0.00, 0.00, 0.00, 0.00, 0.00, 0.00, 0.00, 0.00, 0.00, 0.00, 0.00, 0.00, 0.00, 0.00, 0.00, 0.00, 0.00, 0.00, 0.00, 0.00, 0.00, 0.00, 0.00, 0.00, 0.00, 0.00, 0.00, 0.00, 0.00, 0.00, 0.00, 0.00, 0.00, 0.00, 0.00, 0.00, 0.00, 0.00, 0.00, 0.00, 0.01, 0.01, 0.00, 0.00, 0.00, 0.00, 0.00, 0.00, 0.00, 0.00, 0.00, 0.00, 0.00, 0.00, 0.00, 0.00, 0.00, 0.00, 0.07, 0.07, 0.01, 0.03, 0.06, 0.04, 0.03, 0.04, 0.09, 0.09, 0.09, -0.01, -0.01, -0.01, 0.00, 0.00, 0.09, 0.10, 0.05, 0.02, 0.00, 0.01, 0.00, 0.02, 0.00, 0.00, 0.00, 0.00, 0.00, 0.00, 0.00, 0.00, 0.00, 0.00, 0.00, 0.00, 0.00, 0.00]
}

***

# 4
{
  "formula": "C6H11N",
  "method": "ωB97M-V with the def2-TZVPD basis set",
  "relative_energy_kj_mol": 186.95,
  "e_lumo_ev": 0.558,
  "total_energy_ha": -289.90048,
  "homo_lumo_gap_ev": 9.259,
  "smiles": "C=CC(=C)CCN",
  "homo_ev": -8.701,
  "elements": ["C", "C", "C", "C", "C", "C", "N", "H", "H", "H", "H", "H", "H", "H", "H", "H", "H", "H"],
  "coordinates": [[1.759, 0.827, -0.062], [0.432, 1.065, 0.651], [-0.727, 0.170, 0.274], [-1.750, 0.020, 1.114], [-1.662, -1.396, -1.485], [-0.705, -0.626, -0.965], [2.400, -0.445, 0.331], [2.485, 1.605, 0.158], [1.574, 0.812, -1.134], [0.577, 1.137, 1.729], [0.106, 2.085, 0.378], [-2.006, 0.755, 1.867], [-2.499, -0.744, 0.941], [-1.474, -1.891, -2.426], [-2.701, -1.379, -1.179], [0.081, -0.354, -1.666], [1.716, -1.176, 0.124], [2.393, -0.467, 1.349]],
  "lowdin_charge": [-0.29, -0.18, -0.32, 0.05, 0.02, -0.15, 0.00, 0.11, 0.09, 0.11, 0.12, 0.07, 0.06, 0.05, 0.06, 0.09, 0.05, 0.06]
}

***

# 5
{
  "formula": "C27H54B2BrN4O13P3",
  "method": "ωB97M-V with the def2-TZVPD basis set",
  "e_lumo_ev": -0.783,
  "total_energy_ha": -5905.99796,
  "homo_lumo_gap_ev": 4.658,
  "homo_ev": -5.441,
  "elements": ["C", "C", "O", "B", "O", "P", "C", "O", "C", "C", "C", "C", "C", "C", "B", "N", "O", "O", "C", "C", "O", "N", "O", "N", "C", "C", "C", "O", "C", "C", "P", "O", "O", "O", "P", "O", "Br", "O", "H", "H", "H", "H", "H", "H", "H", "H", "H", "H", "H", "H", "H", "H", "H", "H", "H", "H", "H", "H", "H", "H", "H", "H", "H", "H", "H", "H", "H", "H", "C", "C", "C", "C", "N", "C", "C", "C", "C", "C", "C", "C", "H", "H", "H", "H", "H", "H", "H", "H", "H", "H", "H", "H", "H", "H", "H", "H", "H", "H", "H", "H", "H", "H", "H", "H"],
  "coordinates": [[2.035, 4.357, 5.517], [1.615, 4.505, 4.004], [0.507, 3.657, 3.657], [0.906, 2.391, 3.206], [2.182, 1.936, 3.617], [-0.132, 1.238, 2.011], [-0.604, 0.220, 0.430], [-0.887, -1.187, 0.695], [0.078, -2.028, 0.356], [-0.376, -3.464, 0.001], [0.574, -4.534, -0.339], [2.053, -4.252, -0.346], [2.531, -2.890, -0.052], [1.542, -1.788, 0.296], [0.294, 2.661, 0.678], [1.540, 2.692, -0.141], [-0.612, 3.752, 0.499], [-0.627, 0.063, 3.172], [-1.926, 0.205, 3.780], [-1.485, 0.335, 5.278], [-1.060, 1.655, 5.684], [-0.974, 1.768, 7.068], [0.083, 1.435, 7.452], [-2.523, -1.124, 3.571], [-1.637, -2.275, 3.749], [-3.756, -1.340, 4.268], [-3.829, -2.161, 5.611], [-4.811, -0.961, 3.868], [-2.592, 1.414, 2.997], [-3.121, 2.679, 3.825], [-4.546, 2.405, 4.957], [-5.849, 2.207, 4.321], [-4.682, 3.820, 5.846], [-4.327, 1.205, 6.067], [-4.059, 1.180, 1.764], [-3.695, 2.282, 0.520], [-4.062, -0.789, 0.689], [-1.641, 2.089, 2.159], [1.704, 5.250, 6.081], [1.486, 3.468, 5.902], [3.114, 4.140, 5.631], [2.476, 4.409, 3.312], [1.255, 5.555, 3.894], [2.145, 0.979, 3.765], [1.135, 0.523, 1.885], [-1.560, 0.660, 0.042], [0.146, 0.331, -0.385], [-1.457, -3.689, 0.020], [0.193, -5.542, -0.564], [2.710, -5.109, -0.556], [3.616, -2.717, -0.043], [1.944, -0.791, 0.525], [1.381, 2.282, -1.063], [1.789, 3.668, -0.347], [-1.282, 3.536, -0.166], [-0.587, -0.315, 5.385], [-2.211, -0.033, 6.032], [-2.281, -3.186, 3.692], [-0.907, -2.423, 2.929], [-1.126, -2.353, 4.736], [-2.855, -2.103, 6.154], [-4.026, -3.233, 5.424], [-4.580, -1.664, 6.246], [-3.488, 3.379, 3.040], [-2.279, 3.209, 4.316], [-3.861, 3.900, 6.366], [-3.809, 1.544, 6.820], [-3.782, 3.187, 0.857], [-0.586, -1.536, -3.311], [0.711, -2.301, -3.419], [1.931, -1.437, -3.506], [2.140, -0.561, -4.733], [2.234, -1.258, -6.084], [3.182, -0.488, -6.998], [4.576, -0.901, -6.567], [4.433, -2.352, -6.117], [2.936, -2.616, -6.009], [0.874, -1.417, -6.748], [0.310, -0.195, -7.473], [-0.056, 1.029, -6.636], [-0.786, -0.913, -4.188], [-1.419, -2.233, -3.211], [-0.576, -0.889, -2.431], [0.663, -2.994, -4.267], [0.806, -2.911, -2.517], [2.815, -2.068, -3.365], [1.917, -0.779, -2.630], [3.071, -0.010, -4.592], [1.351, 0.183, -4.796], [2.987, -0.820, -8.019], [2.994, 0.579, -6.900], [4.927, -0.283, -5.739], [5.298, -0.786, -7.374], [4.941, -2.516, -5.166], [4.882, -3.037, -6.836], [2.651, -3.154, -5.112], [2.609, -3.200, -6.867], [0.180, -1.790, -5.999], [0.988, -2.200, -7.499], [-0.606, -0.533, -7.966], [0.974, 0.115, -8.283], [-0.665, 0.758, -5.772], [-0.641, 1.724, -7.240], [0.828, 1.571, -6.299]],
  "lowdin_charge": [-0.06, -0.24, 0.00, -0.63, 0.08, 0.65, -0.24, -0.16, -0.27, 0.00, -0.10, -0.12, -0.08, 0.00, -0.56, 0.11, 0.05, -0.23, -0.35, -0.09, -0.14, -0.02, 0.10, -0.05, -0.05, -0.49, -0.01, 0.06, -0.49, -0.18, 0.50, -0.29, -0.16, -0.15, 0.69, -0.38, 0.35, -0.34, 0.07, 0.06, 0.07, 0.12, 0.12, 0.09, 0.03, 0.06, 0.07, 0.10, 0.08, 0.07, 0.08, 0.07, 0.04, 0.06, 0.08, 0.13, 0.10, 0.10, 0.08, 0.09, 0.06, 0.08, 0.08, 0.09, 0.10, 0.06, 0.07, 0.04, -0.07, -0.26, -0.18, -0.08, -0.17, -0.10, -0.15, -0.13, -0.08, -0.11, -0.22, -0.09, 0.05, 0.09, 0.08, 0.10, 0.08, 0.11, 0.13, 0.13, 0.11, 0.14, 0.14, 0.12, 0.12, 0.12, 0.12, 0.12, 0.13, 0.12, 0.13, 0.12, 0.10, 0.07, 0.08, 0.07]
}